1.
This record from the OMol25 dataset describes a 14-piece molecular cluster, C24H71ClN28O18P2S2 overall. The level of theory is wB97M-V/def2-TZVPD.

Properties
Spin multiplicity: 1
E_tot in eV: -157401.989
HOMO energy in eV: -9.113
LUMO level in eV: -0.21
Orbital gap in eV: 8.90

Bonds (Å) are listed after each position.
Positions of all 146 atoms, in Å:
1 C 2.66260 -0.41344 -0.90840  C2 1.153, H24 1.090
2 C 2.32045 0.68710 -0.89782  C1 1.153, C3 1.480
3 C 1.85705 2.09207 -0.86471  C2 1.480, C4 1.578, H25 1.105, H26 1.092
4 C 1.57204 2.63717 -2.31812  C3 1.578, C5 1.549, N6 1.488, C11 1.550
5 C 2.89294 2.36461 -3.08038  C4 1.549, H27 1.095, H28 1.093, H29 1.105
6 N 1.42355 4.10683 -2.13990  C4 1.488, P7 1.672, H30 1.014
7 P 0.83137 5.00310 -3.42123  N6 1.672, O8 1.645, O9 1.643, S10 1.924
8 O -0.70078 5.54080 -3.15643  P7 1.645, H31 0.973
9 O 1.70401 6.39470 -3.45747  P7 1.643, H32 0.967
10 S 0.89225 4.25743 -5.19394  P7 1.924
11 C 0.30667 1.89440 -2.81809  C4 1.550, O12 1.435, P21 1.915, H33 1.102
12 O -0.47443 1.30375 -1.76853  C11 1.435, C13 1.401
13 C -1.63611 2.05515 -1.54505  O12 1.401, S14 1.876, C15 1.560, N18 1.477
14 S -2.30557 1.44143 0.09616  C13 1.876, H34 1.351
15 C -2.75280 1.73648 -2.58658  C13 1.560, C16 1.541, H35 1.105, H36 1.095
16 C -4.11958 2.36851 -2.25978  C15 1.541, C17 1.560, H37 1.098, H38 1.093
17 C -4.82318 2.84778 -3.56690  C16 1.560, H39 1.096, H40 1.099, H41 1.097
18 N -1.41348 3.50638 -1.38109  C13 1.477, C19 1.198
19 C -1.82235 3.96606 -0.35323  N18 1.198, O20 1.108
20 O -2.40812 4.61140 0.33155  C19 1.108
21 P 0.68009 0.43786 -4.00355  C11 1.915, O22 1.669, Cl23 2.092
22 O -0.58783 -0.61513 -3.74091  P21 1.669, H42 0.968
23 Cl 0.35772 1.13694 -5.94917  P21 2.092
24 H 3.04468 -1.43370 -0.89567  C1 1.090
25 H 2.72037 2.68997 -0.52041  C3 1.105
26 H 1.05631 2.31324 -0.15606  C3 1.092
27 H 2.97899 2.85135 -4.05697  C5 1.095
28 H 3.15158 1.31008 -3.20440  C5 1.093
29 H 3.69784 2.79391 -2.45762  C5 1.105
30 H 2.30916 4.47292 -1.80778  N6 1.014
31 H -0.54815 6.31461 -2.58585  O8 0.973
32 H 2.55925 6.11307 -3.80910  O9 0.967
33 H -0.39935 2.52490 -3.38164  C11 1.102
34 H -3.32082 0.61990 -0.25075  S14 1.351
35 H -2.39208 2.15714 -3.54315  C15 1.105
36 H -2.82048 0.65336 -2.73198  C15 1.095
37 H -4.80245 1.62528 -1.82747  C16 1.098
38 H -4.06623 3.24278 -1.60549  C16 1.093
39 H -5.88388 3.04233 -3.36858  C17 1.096
40 H -4.38476 3.78531 -3.93629  C17 1.099
41 H -4.72874 2.11194 -4.37497  C17 1.097
42 H -1.20108 -0.47322 -4.47590  O22 0.968
43 C 3.45974 -4.51657 0.05765  O44 1.227, N45 1.366, N46 1.364
44 O 3.44675 -3.32760 0.36166  C43 1.227
45 N 4.48625 -5.08512 -0.64090  C43 1.366, H47 1.003, H48 1.003
46 N 2.44997 -5.37028 0.39058  C43 1.364, H49 1.009, H50 1.002
47 H 4.51544 -6.05348 -0.89896  N45 1.003
48 H 5.24912 -4.48918 -0.90350  N45 1.003
49 H 1.67955 -4.98239 0.91343  N46 1.009
50 H 2.43464 -6.34316 0.14988  N46 1.002
51 C -0.15693 -3.54831 3.18105  O52 1.224, N53 1.359, N54 1.363
52 O 0.37539 -4.64841 3.10539  C51 1.224
53 N -0.15599 -2.66123 2.15171  C51 1.359, H55 1.005, H56 1.003
54 N -0.79052 -3.12369 4.31068  C51 1.363, H57 1.003, H58 1.004
55 H -0.58267 -1.75301 2.20073  N53 1.005
56 H 0.30548 -2.93862 1.30552  N53 1.003
57 H -0.80753 -3.75511 5.08944  N54 1.003
58 H -1.23001 -2.22494 4.39758  N54 1.004
59 C 6.40344 -7.67465 1.96829  O60 1.221, N61 1.373, N62 1.362
60 O 7.19992 -7.16258 1.19753  C59 1.221
61 N 5.06989 -7.34811 1.96190  C59 1.373, H63 1.002, H64 1.003
62 N 6.76348 -8.60750 2.89348  C59 1.362, H65 1.016, H66 1.002
63 H 4.39343 -7.75183 2.58068  N61 1.002
64 H 4.77040 -6.66299 1.29280  N61 1.003
65 H 7.74195 -8.87857 2.93315  N62 1.016
66 H 6.11548 -9.03228 3.52833  N62 1.002
67 C -0.40674 2.64407 3.65939  O68 1.223, N69 1.364, N70 1.363
68 O -0.75346 1.47616 3.55333  C67 1.223
69 N 0.73966 3.00807 4.30216  C67 1.364, H71 1.002, H72 1.004
70 N -1.13654 3.67349 3.14406  C67 1.363, H73 1.005, H74 1.002
71 H 1.04487 3.95701 4.40174  N69 1.002
72 H 1.30027 2.27178 4.69114  N69 1.004
73 H -1.98778 3.43940 2.66422  N70 1.005
74 H -0.87163 4.63695 3.21979  N70 1.002
75 C -3.52305 5.50969 -5.92126  O76 1.226, N77 1.365, N78 1.364
76 O -4.52198 5.86402 -5.30437  C75 1.226
77 N -2.29403 5.44086 -5.33149  C75 1.365, H79 0.999, H80 0.997
78 N -3.55715 5.15638 -7.23834  C75 1.364, H81 1.002, H82 1.007
79 H -1.46050 5.15737 -5.80338  N77 0.999
80 H -2.23669 5.68995 -4.36733  N77 0.997
81 H -4.44676 5.19689 -7.69838  N78 1.002
82 H -2.75032 4.86072 -7.76370  N78 1.007
83 C -1.29310 -3.91437 8.46790  O84 1.226, N85 1.361, N86 1.363
84 O -2.18308 -4.75273 8.55724  C83 1.226
85 N -0.15371 -4.13713 7.75783  C83 1.361, H87 1.002, H88 1.004
86 N -1.37265 -2.69460 9.07064  C83 1.363, H89 1.003, H90 1.002
87 H 0.58814 -3.46936 7.66910  N85 1.002
88 H -0.06453 -5.02803 7.30293  N85 1.004
89 H -2.20036 -2.49787 9.60206  N86 1.003
90 H -0.65658 -1.99673 9.01047  N86 1.002
91 C 3.88490 0.37200 -7.71894  O92 1.218, N93 1.370, N94 1.367
92 O 3.96535 1.56541 -7.49007  C91 1.218
93 N 4.87464 -0.32142 -8.36331  C91 1.370, H95 1.002, H96 1.003
94 N 2.79993 -0.37461 -7.35137  C91 1.367, H97 1.010, H98 1.002
95 H 4.82946 -1.30219 -8.56118  N93 1.002
96 H 5.68528 0.19593 -8.64675  N93 1.003
97 H 2.05219 0.10691 -6.87330  N94 1.010
98 H 2.71382 -1.35705 -7.52885  N94 1.002
99 C 9.88904 -10.65335 2.06940  O100 1.219, N101 1.363, N102 1.366
100 O 9.35950 -9.66298 2.54412  C99 1.219
101 N 9.70968 -11.02151 0.76887  C99 1.363, H103 1.002, H104 1.004
102 N 10.70323 -11.47206 2.79907  C99 1.366, H105 1.003, H106 1.002
103 H 10.13317 -11.82918 0.35482  N101 1.002
104 H 9.11671 -10.43821 0.20660  N101 1.004
105 H 10.85553 -11.22780 3.75958  N102 1.003
106 H 11.14782 -12.28941 2.42831  N102 1.002
107 C -6.17148 -4.33614 7.63078  O108 1.220, N109 1.363, N110 1.370
108 O -7.15272 -4.11726 8.32276  C107 1.220
109 N -4.91522 -4.45000 8.14814  C107 1.363, H111 1.002, H112 1.000
110 N -6.25066 -4.48614 6.27148  C107 1.370, H113 1.002, H114 1.002
111 H -4.09469 -4.62964 7.60098  N109 1.002
112 H -4.81971 -4.34651 9.13856  N109 1.000
113 H -7.15904 -4.40862 5.85523  N110 1.002
114 H -5.45922 -4.66627 5.68432  N110 1.002
115 C -2.22401 -6.49447 12.17251  O116 1.218, N117 1.366, N118 1.371
116 O -1.03764 -6.55349 11.90306  C115 1.218
117 N -3.11232 -5.76625 11.43380  C115 1.366, H119 1.002, H120 1.008
118 N -2.76773 -7.15565 13.24296  C115 1.371, H121 1.002, H122 1.002
119 H -4.09085 -5.70622 11.64130  N117 1.002
120 H -2.74876 -5.26733 10.63670  N117 1.008
121 H -2.14463 -7.70053 13.80802  N118 1.002
122 H -3.73940 -7.12174 13.48339  N118 1.002
123 C -2.37794 10.07978 -4.08944  O124 1.218, N125 1.369, N126 1.368
124 O -2.34608 11.28952 -3.95011  C123 1.218
125 N -1.33481 9.37302 -4.62492  C123 1.369, H127 1.004, H128 1.002
126 N -3.45741 9.32265 -3.72545  C123 1.368, H129 1.002, H130 1.005
127 H -1.34379 8.37673 -4.74743  N125 1.004
128 H -0.52574 9.89218 -4.90873  N125 1.002
129 H -4.24169 9.80639 -3.33112  N126 1.002
130 H -3.50635 8.32536 -3.83670  N126 1.005
131 C -1.50800 2.74639 -9.76510  O132 1.222, N133 1.366, N134 1.365
132 O -1.93762 3.80560 -9.33314  C131 1.222
133 N -1.73551 2.32996 -11.04616  C131 1.366, H135 1.001, H136 1.003
134 N -0.76574 1.89282 -9.00049  C131 1.365, H137 1.005, H138 1.002
135 H -1.39280 1.46640 -11.42003  N133 1.001
136 H -2.27781 2.93448 -11.63427  N133 1.003
137 H -0.58401 2.17617 -8.05395  N134 1.005
138 H -0.40150 1.01843 -9.32704  N134 1.002
139 C -4.65910 7.74636 2.07836  O140 1.216, N141 1.369, N142 1.369
140 O -5.62820 7.06587 2.35322  C139 1.216
141 N -3.54730 7.23058 1.46777  C139 1.369, H143 1.002, H144 1.003
142 N -4.59730 9.08590 2.35620  C139 1.369, H145 1.003, H146 1.002
143 H -2.73883 7.77299 1.23247  N141 1.002
144 H -3.55778 6.25245 1.24819  N141 1.003
145 H -5.39490 9.49691 2.80343  N142 1.003
146 H -3.80953 9.66473 2.13820  N142 1.002

2.
This record from the OMol25 dataset describes a 11-piece molecular cluster, C24H71N13O12 overall. The level of theory is wB97M-V/def2-TZVPD.

Properties
Spin multiplicity: 1
E_tot in eV: -69982.905
HOMO energy in eV: -9.095
LUMO level in eV: 0.09
Orbital gap in eV: 9.19

Bonds (Å) are listed after each position.
Positions of all 120 atoms, in Å:
1 C 2.97670 2.93827 -1.10361  O2 1.426, H10 1.090, H11 1.090, H12 1.090
2 O 2.93972 3.09384 0.31386  C1 1.426, C3 1.415
3 C 1.87476 3.95448 0.66917  O2 1.415, C4 1.531, H13 1.090, H14 1.090
4 C 1.69012 3.83578 2.18430  C3 1.531, N5 1.510, H15 1.090, H16 1.090
5 N 1.17704 2.47876 2.60156  C4 1.510, C6 1.462, H17 1.010
6 C 1.08447 2.37380 4.05691  N5 1.462, C7 1.585, H18 1.090, H19 1.090
7 C 0.82913 0.89585 4.56791  C6 1.585, O8 1.445, H20 1.090, H21 1.090
8 O -0.59785 0.68101 4.50072  C7 1.445, C9 1.428
9 C -0.97082 -0.53725 5.14660  O8 1.428, H22 1.090, H23 1.090, H24 1.090
10 H 3.18402 3.84443 -1.67283  C1 1.090
11 H 2.02408 2.50507 -1.40851  C1 1.090
12 H 3.80054 2.26688 -1.34574  C1 1.090
13 H 0.98447 3.61830 0.13771  C3 1.090
14 H 2.23761 4.93181 0.35094  C3 1.090
15 H 1.05507 4.64253 2.55029  C4 1.090
16 H 2.66481 4.02182 2.63535  C4 1.090
17 H 1.77468 1.71970 2.30699  N5 1.010
18 H 0.20297 2.91327 4.40339  C6 1.090
19 H 2.01027 2.67245 4.54865  C6 1.090
20 H 1.22286 0.81582 5.58116  C7 1.090
21 H 1.35658 0.18254 3.93459  C7 1.090
22 H -0.73462 -1.41461 4.54447  C9 1.090
23 H -2.05468 -0.57620 5.25544  C9 1.090
24 H -0.61856 -0.56409 6.17776  C9 1.090
25 N 1.60607 -2.79589 4.10003  C26 1.306, H29 1.010, H30 1.010
26 C 2.86779 -2.83003 4.43431  N25 1.306, N27 1.318, O28 1.195
27 N 3.54103 -1.95903 3.70917  C26 1.318, H31 1.010, H32 1.010
28 O 3.33453 -3.42638 5.35825  C26 1.195
29 H 1.28645 -2.40959 3.22326  N25 1.010
30 H 1.02367 -3.25697 4.78438  N25 1.010
31 H 4.51893 -1.78791 3.89495  N27 1.010
32 H 3.14287 -1.47843 2.91507  N27 1.010
33 N -5.39416 -1.63372 0.74037  C34 1.318, H37 1.010, H38 1.010
34 C -4.34706 -0.89611 0.43070  N33 1.318, N35 1.281, O36 1.212
35 N -3.27785 -1.57076 0.63909  C34 1.281, H39 1.010, H40 1.010
36 O -4.34395 0.22940 -0.01917  C34 1.212
37 H -6.27176 -1.24416 0.42704  N33 1.010
38 H -5.25994 -2.62115 0.90495  N33 1.010
39 H -2.44120 -1.18603 0.22423  N35 1.010
40 H -3.25798 -2.38900 1.23085  N35 1.010
41 N 2.64255 0.06049 -4.65651  C42 1.303, H45 1.010, H46 1.010
42 C 1.44613 -0.15947 -4.19087  N41 1.303, N43 1.276, O44 1.184
43 N 0.83949 0.89256 -3.80004  C42 1.276, H47 1.010, H48 1.010
44 O 1.04249 -1.21450 -3.83461  C42 1.184
45 H 2.94766 0.98994 -4.90777  N41 1.010
46 H 3.11342 -0.81845 -4.81730  N41 1.010
47 H 0.04596 0.81524 -3.18003  N43 1.010
48 H 1.38735 1.72401 -3.96934  N43 1.010
49 N -1.51460 -6.03525 2.32863  C50 1.269, H53 1.010, H54 1.010
50 C -1.38877 -4.80758 2.03221  N49 1.269, N51 1.332, O52 1.214
51 N -0.13817 -4.37391 2.18278  C50 1.332, H55 1.010, H56 1.010
52 O -2.29667 -4.15485 1.56029  C50 1.214
53 H -2.37825 -6.55591 2.27258  N49 1.010
54 H -0.64079 -6.47422 2.58132  N49 1.010
55 H 0.43469 -5.11840 2.55382  N51 1.010
56 H 0.15314 -3.50748 1.75322  N51 1.010
57 N -3.37106 0.40597 -2.57862  C58 1.271, H61 1.010, H62 1.010
58 C -2.16546 0.06082 -2.78460  N57 1.271, N59 1.272, O60 1.173
59 N -1.93162 -0.17836 -4.01223  C58 1.272, H63 1.010, H64 1.010
60 O -1.25495 0.00879 -2.04655  C58 1.173
61 H -4.00572 0.59754 -3.34059  N57 1.010
62 H -3.59682 0.60621 -1.61476  N57 1.010
63 H -2.63295 0.00871 -4.71453  N59 1.010
64 H -1.00536 -0.52083 -4.22402  N59 1.010
65 N -0.19323 0.23060 0.80416  C66 1.301, H69 1.010, H70 1.010
66 C 0.35648 -0.94877 0.83039  N65 1.301, N67 1.275, O68 1.213
67 N 0.19317 -1.53128 -0.29166  C66 1.275, H71 1.010, H72 1.010
68 O 0.94253 -1.52288 1.72408  C66 1.213
69 H -0.50613 0.74449 -0.00708  N65 1.010
70 H -0.20066 0.72761 1.68339  N65 1.010
71 H 0.62487 -2.43212 -0.44068  N67 1.010
72 H -0.12568 -1.01069 -1.09629  N67 1.010
73 C -1.30645 3.52862 -4.64010  C74 1.585, H77 1.090, H78 1.090, H79 1.090
74 C -1.96942 4.25571 -3.39720  C73 1.585, C75 1.559, O76 1.371, H80 1.090
75 C -1.09397 4.00875 -2.13086  C74 1.559, H81 1.090, H82 1.090, H83 1.090
76 O -1.92023 5.57534 -3.76407  C74 1.371, H84 0.960
77 H -1.67150 3.85387 -5.61429  C73 1.090
78 H -1.51836 2.46098 -4.58219  C73 1.090
79 H -0.22261 3.63086 -4.69431  C73 1.090
80 H -2.98439 3.89652 -3.22711  C74 1.090
81 H -0.03699 4.09143 -2.38395  C75 1.090
82 H -1.16916 3.02661 -1.66414  C75 1.090
83 H -1.34518 4.76508 -1.38724  C75 1.090
84 H -2.42124 5.60537 -4.58242  O76 0.960
85 C -2.84607 2.24299 2.65019  C86 1.525, H89 1.090, H90 1.090, H91 1.090
86 C -2.65081 3.41605 1.69520  C85 1.525, C87 1.543, O88 1.366, H92 1.090
87 C -3.90484 4.29425 1.50391  C86 1.543, H93 1.090, H94 1.090, H95 1.090
88 O -1.57720 4.15358 2.10721  C86 1.366, H96 0.960
89 H -3.66717 1.60614 2.32108  C85 1.090
90 H -3.04613 2.64369 3.64392  C85 1.090
91 H -1.89281 1.73285 2.78860  C85 1.090
92 H -2.41008 2.93841 0.74546  C86 1.090
93 H -4.00777 4.98635 2.33969  C87 1.090
94 H -4.80228 3.67585 1.48743  C87 1.090
95 H -3.87232 4.80070 0.53927  C87 1.090
96 H -0.98682 3.51215 2.50922  O88 0.960
97 C -0.71926 -4.29351 -4.09665  C98 1.495, H101 1.090, H102 1.090, H103 1.090
98 C -0.26413 -4.00939 -2.70081  C97 1.495, C99 1.493, O100 1.405, H104 1.090
99 C -0.69250 -5.14292 -1.82828  C98 1.493, H105 1.090, H106 1.090, H107 1.090
100 O 1.11420 -3.78173 -2.54912  C98 1.405, H108 0.960
101 H -1.78960 -4.49518 -4.05406  C97 1.090
102 H -0.24764 -5.19203 -4.49456  C97 1.090
103 H -0.65802 -3.44905 -4.78311  C97 1.090
104 H -0.81793 -3.13306 -2.36398  C98 1.090
105 H -1.76256 -5.34578 -1.87196  C99 1.090
106 H -0.47662 -4.92103 -0.78317  C99 1.090
107 H -0.22150 -6.11693 -1.96087  C99 1.090
108 H 1.35944 -2.93048 -2.91899  O100 0.960
109 C 3.54667 -0.47978 -1.26179  C110 1.570, H113 1.090, H114 1.090, H115 1.090
110 C 4.97742 -0.85442 -0.73533  C109 1.570, C111 1.552, O112 1.392, H116 1.090
111 C 5.01131 -1.65424 0.59373  C110 1.552, H117 1.090, H118 1.090, H119 1.090
112 O 5.42528 -1.70870 -1.73869  C110 1.392, H120 0.960
113 H 2.94315 -1.36556 -1.45992  C109 1.090
114 H 3.64159 0.08126 -2.19149  C109 1.090
115 H 2.96145 0.05654 -0.51480  C109 1.090
116 H 5.61751 0.02734 -0.70539  C110 1.090
117 H 6.03560 -1.91204 0.86290  C111 1.090
118 H 4.29445 -2.47369 0.54151  C111 1.090
119 H 4.56110 -1.05469 1.38490  C111 1.090
120 H 5.82055 -1.09964 -2.36670  O112 0.960